ORCA calculation (ωB97M-V/def2-TZVPD) on a structure of composition C3H3BeO2 at a distorted geometry.

```
! RIJCOSX wB97M-V def2-TZVPD def2/J DEFGRID3
* xyz 2 2
C -1.41310 -0.01957 0.64498
C -0.58496 0.81805 -0.13184
H -1.81834 0.00183 1.65585
H -0.06133 1.64916 0.36288
H -0.82729 1.00251 -1.18553
O -0.20509 -1.35080 0.60215
C 0.62788 -0.74615 -0.07892
Be 2.55944 -0.44844 -1.33948
O 1.72278 -0.90658 -0.53009
*
```

Calculated values
* LUMO energy (alpha / beta): -13.45 / -13.47 eV
* largest force on an atom: 12.86 eV/Å
* DFT total energy: -280.347439 Eh
* HOMO (alpha / beta): -19.282 / -20.131 eV

=====

ORCA calculation (ωB97M-V/def2-TZVPD) on a structure of composition C3H3Br2N at a distorted geometry.

```
! RIJCOSX wB97M-V def2-TZVPD def2/J DEFGRID3
* xyz 0 1
C 2.07887 1.08417 -2.62405
C 0.24443 -0.07525 0.02437
C 1.72272 0.01534 0.01925
N 2.45461 1.65515 -3.54173
Br 2.74312 -1.53748 -0.13326
Br 2.54516 1.45725 0.88999
H -0.08474 -0.88243 -0.63208
H -0.19882 0.85975 -0.30635
H -0.12527 -0.28351 1.03437
*
```

Calculated values
* LUMO energy (alpha / beta): -2.86 / -2.92 eV
* largest force on an atom: 3.48 eV/Å
* DFT total energy: -5318.729343 Eh
* HOMO (alpha / beta): -9.382 / -9.282 eV

=====

ORCA calculation (ωB97M-V/def2-TZVPD) on the ion C3H3Br2O3 with charge -1 at a distorted geometry.

```
! RIJCOSX wB97M-V def2-TZVPD def2/J DEFGRID3
* xyz -1 1
O 0.59171 -2.37623 -0.23171
C 0.93039 -1.40918 0.41667
O 1.98275 -1.42469 1.20829
C 0.38457 -0.02722 0.39595
O 0.72020 0.83505 1.13767
Br 1.30883 0.34800 -1.73024
C -1.15824 -0.05415 -0.29170
Br -2.15435 -0.09420 1.27867
H 2.18514 -0.52726 1.38824
H -1.34483 0.69011 -1.13752
H -1.08647 -1.14011 -0.75304
*
```

Calculated values
* LUMO energy: 3.20 eV
* SMILES: O=C(O)[C@@]([O-])(Br)CBr
* largest force on an atom: 6.03 eV/Å
* DFT total energy: -5489.936740 Eh
* HOMO: -4.905 eV

=====

ORCA calculation (ωB97M-V/def2-TZVPD) on a cluster of 2 separate species, C3H3Br2P in total at a distorted geometry.

```
! RIJCOSX wB97M-V def2-TZVPD def2/J DEFGRID3
* xyz 0 1
C -0.13454 0.72407 -1.93125
C 0.40536 0.06498 -1.10143
C 0.88928 -0.81911 -0.13668
P -1.09974 -0.52565 1.92982
Br 0.34803 0.70410 3.05138
Br -2.18966 1.02095 0.89959
H -0.35672 1.02791 -2.92279
H 0.27860 -1.72607 -0.05840
H 1.85938 -0.47118 0.26975
*
```

Calculated values
* LUMO energy (alpha / beta): -1.21 / -0.93 eV
* largest force on an atom: 3.09 eV/Å
* DFT total energy: -5605.376789 Eh
* HOMO (alpha / beta): -8.444 / -8.155 eV

=====

ORCA calculation (ωB97M-V/def2-TZVPD) on a structure of composition C3H3Br3ClNOS at a distorted geometry.

```
! RIJCOSX wB97M-V def2-TZVPD def2/J DEFGRID3
* xyz 0 1
C -0.43080 1.18179 1.40637
C 1.36193 1.07148 -0.35236
C -1.12714 -2.05939 -0.85866
N 0.03212 1.03004 0.04994
O -1.54799 1.21734 1.73106
S -1.21911 0.35636 -0.92259
Cl 0.85109 1.39918 2.68544
Br -2.83800 -2.82982 -0.91059
Br -0.00355 -2.46400 -2.34014
Br -0.35672 -2.22504 0.88833
H 1.78378 2.02519 -0.06493
H 2.04069 0.22107 0.06421
H 1.45370 1.07581 -1.37608
*
```

Calculated values
* LUMO energy (alpha / beta): -1.38 / -1.38 eV
* largest force on an atom: 4.45 eV/Å
* DFT total energy: -8826.450088 Eh
* HOMO (alpha / beta): -9.107 / -9.107 eV